# 1
ORCA calculation (the ωB97M-V functional and the def2-TZVPD basis) on a molecular structure, CH5NO2S2 in a non-equilibrium geometry.

Geometry as ORCA input:
```
! RIJCOSX wB97M-V def2-TZVPD def2/J DEFGRID3
* xyz 0 1
S -2.3908 -0.9190 0.2140
S -0.4770 1.3682 -0.0484
O -0.1027 2.4645 0.8068
O -1.0581 1.5449 -1.3653
N -1.5928 0.4058 0.8847
C 1.4799 0.2021 -0.5584
H 1.4686 -0.5818 0.2175
H -1.1603 0.3741 1.8348
H 1.3484 -0.1432 -1.4774
H 2.1765 1.1781 -0.4984
H -3.1089 -0.2628 -0.5281
*
```

The value obtained for the total energy is -28370.3280 eV. As for the energy above the lowest of the compared OMol25 structures with the same formula, charge and spin: 92.4 kcal per mole. Its HOMO energy is -9.2321 eV. The calculation puts the orbital gap at 9.16 eV.

***

# 2
ORCA calculation (the ωB97M-V functional and the def2-TZVPD basis) on a molecular structure, C23H34AsGeN2O3STi.

Geometry as ORCA input:
```
! RIJCOSX wB97M-V def2-TZVPD def2/J DEFGRID3
* xyz 1 1
As 0.4750 1.8121 -1.2106
Ge -1.8214 -3.4133 0.3104
Ti -0.3258 -0.3274 0.2203
S -2.4562 0.5445 1.5882
O -3.6713 -0.1830 1.5702
O -1.2209 -0.2496 2.0250
O -1.9723 1.0895 0.2813
N 0.8130 -1.3852 -0.8390
N 1.7647 -0.5323 1.3290
C -0.2137 -1.9176 -1.7186
C 2.5302 -1.6093 0.7019
C -0.8895 4.6909 0.3089
C 3.6637 -2.2354 1.1884
C -1.3177 6.0065 0.2366
C 0.9261 2.9593 0.3461
C -0.3930 7.0342 0.1104
C 3.4697 -3.8715 -0.5950
C 2.3265 -3.2524 -1.0898
C 4.1404 -3.3545 0.5095
C 0.4685 4.3845 0.2625
C 2.1662 1.8236 -2.1671
C 1.9248 -2.0809 -0.4536
C 0.1940 -3.2515 -2.2978
C -1.4337 -1.7646 -0.7611
C 0.9599 6.7382 0.0572
C -0.1820 -4.1382 1.1052
C -2.6278 -4.7171 -0.9096
C 1.3919 -3.8018 -2.0799
C -2.5709 1.8785 2.7329
C -3.0528 -3.1657 1.8018
C -0.7283 2.8532 -2.3101
C 1.3877 5.4203 0.1334
H -0.7269 8.0612 0.0529
H 2.2574 0.3553 1.2348
H -0.6235 2.5107 -3.3391
H -3.4652 2.4477 2.4881
H -0.5036 -3.7144 -2.9839
H -2.6706 1.4433 3.7250
H -2.7467 -5.6664 -0.3852
H -1.6813 2.4987 2.6657
H 2.4473 5.1946 0.1010
H 2.5285 2.8491 -2.2441
H 1.6728 -0.6977 2.3293
H -0.3380 -1.2457 -2.5822
H -0.5038 -4.9386 1.7754
H 2.0440 1.4114 -3.1670
H -4.0411 -2.8248 1.5051
H -0.4688 3.9090 -2.2502
H 1.6853 7.5348 -0.0392
H -1.7546 2.7047 -1.9845
H 5.0244 -3.8560 0.8774
H -2.0257 -4.8982 -1.7965
H 0.5403 2.4860 1.2539
H -2.6738 -2.4986 2.5721
H -3.1472 -4.1646 2.2368
H 2.0172 2.9118 0.4028
H -3.6160 -4.3817 -1.2250
H 0.3606 -3.4138 1.7174
H 1.6621 -4.7273 -2.5735
H 3.8226 -4.7868 -1.0538
H -2.3578 -1.3830 -1.2039
H -1.6214 3.8922 0.3872
H -2.3760 6.2293 0.2754
H 4.1542 -1.8839 2.0877
H 2.8899 1.2149 -1.6269
H 0.5102 -4.5569 0.3801
*
```

The value obtained for the total energy is -184826.0950 eV. As for the energy above the lowest of the compared OMol25 structures with the same formula, charge and spin: 16.4 kcal per mole. Its HOMO energy is -10.3804 eV. The calculation puts the orbital gap at 7.06 eV.

***

> Which formula does entry 1 have?

CH5NO2S2

***

> Which value of orbital gap does entry 1 give?

9.16 eV